## A
{
  "formula": "H26O13",
  "method": "ωB97M-V/def2-TZVPD",
  "homo_ev": -10.04,
  "homo_lumo_gap_ev": 9.81,
  "species": ["O", "O", "O", "O", "O", "O", "O", "O", "O", "O", "O", "O", "O", "H", "H", "H", "H", "H", "H", "H", "H", "H", "H", "H", "H", "H", "H", "H", "H", "H", "H", "H", "H", "H", "H", "H", "H", "H", "H"],
  "coordinates": [[2.97587, -1.54027, 3.79180], [-1.06904, 2.50866, -0.90998], [-1.97893, 0.33258, 1.41820], [2.17695, -2.27834, -1.88343], [-0.54471, -1.71084, 2.63387], [-0.25714, -1.58987, -3.28487], [-3.75873, -2.09507, 0.14443], [-0.24970, 1.78528, -3.41230], [-2.69781, 0.72661, 4.06875], [-1.39860, -2.14202, -0.23371], [-0.03491, 2.85677, 1.96444], [6.03549, 1.22645, -2.94120], [0.06803, 1.06250, -0.84375], [0.47731, 3.65454, 1.79072], [1.38324, -2.81629, -1.98158], [0.91031, 1.13290, -1.30700], [2.68028, -0.68807, 3.45214], [0.14425, -1.70154, 3.30784], [-1.28166, 3.42283, -1.12925], [-0.68662, -1.80021, -4.12170], [-1.00344, -1.66651, 0.50570], [-0.08292, -1.97475, 1.83007], [-1.89714, 0.71139, 3.53239], [-1.12294, 0.40362, 0.98092], [-1.92861, 2.09328, -0.77741], [0.27244, 0.53326, -0.06459], [5.11363, 1.12321, -2.67947], [-2.17141, 1.23255, 1.70453], [-0.79215, 2.93079, 1.37275], [-0.04401, 2.52835, -2.83392], [-1.42298, -3.05869, 0.06312], [-3.65162, -2.77037, -0.53490], [-0.13893, 2.14202, -4.30082], [1.85125, -1.37177, -1.91555], [0.38885, -2.29573, -3.16888], [-3.10453, -1.42555, -0.08524], [6.40347, 1.81820, -2.27531], [-3.23653, 0.01434, 3.70620], [3.67374, -1.31426, 4.41701]],
  "nbo_charge": [-0.94, -0.93, -0.93, -0.93, -0.93, -0.92, -0.95, -0.93, -0.95, -0.93, -0.95, -0.93, -0.90, 0.47, 0.45, 0.47, 0.47, 0.48, 0.44, 0.47, 0.46, 0.45, 0.48, 0.46, 0.48, 0.44, 0.47, 0.47, 0.48, 0.47, 0.48, 0.45, 0.46, 0.48, 0.45, 0.49, 0.47, 0.48, 0.47]
}

## B
{
  "formula": "H26O13",
  "method": "ωB97M-V/def2-TZVPD",
  "homo_ev": -9.19,
  "homo_lumo_gap_ev": 8.92,
  "species": ["O", "O", "O", "O", "O", "O", "O", "O", "O", "O", "O", "O", "O", "H", "H", "H", "H", "H", "H", "H", "H", "H", "H", "H", "H", "H", "H", "H", "H", "H", "H", "H", "H", "H", "H", "H", "H", "H", "H"],
  "coordinates": [[3.20201, 0.87434, 0.50122], [-0.74739, 0.56346, -2.02826], [0.29571, 2.82662, -0.87155], [2.72412, -0.34841, -1.86121], [0.45336, -1.50778, -3.02033], [-3.42412, 0.27391, 1.86569], [-3.48768, -1.32220, -0.68522], [-2.08109, 2.36410, 0.44878], [2.40337, -2.25420, 0.46167], [1.39881, 2.15610, 3.51315], [-0.31949, -0.00461, 0.83244], [0.53791, -2.20718, 2.53932], [-1.39887, -2.90668, -1.49064], [1.37096, -1.30479, -2.83859], [-1.97369, 2.84549, 1.26913], [-3.03610, 0.18961, 2.73664], [0.58031, 0.22644, 0.60177], [-3.12498, -0.50311, 1.39346], [-1.42567, 0.98519, -2.55581], [0.45906, 3.72324, -0.57895], [2.96508, -2.88062, 0.00526], [1.24848, 1.65538, 2.71133], [1.38235, -1.95356, 2.16673], [-4.39321, -1.62945, -0.64230], [-0.10327, -1.68274, 2.05964], [-3.55160, -0.43585, -1.04093], [1.32366, 3.07111, 3.24232], [-1.19129, -3.40047, -0.69735], [2.27720, -1.54300, -0.16642], [3.43029, 1.79098, 0.65584], [-0.06499, 1.22866, -1.93842], [2.87300, 0.29611, -1.16935], [-2.13507, -2.34856, -1.24016], [4.04446, 0.42332, 0.44561], [-2.70294, 1.66743, 0.65899], [-0.60344, 2.64499, -0.59809], [-0.76655, -0.09765, -0.00882], [3.59784, -0.67348, -2.07841], [-0.03669, -0.80220, -2.59815]],
  "nbo_charge": [-0.95, -0.96, -0.99, -0.97, -0.98, -0.97, -0.95, -0.98, -0.96, -0.93, -0.97, -0.97, -0.95, 0.46, 0.48, 0.49, 0.47, 0.49, 0.48, 0.47, 0.47, 0.47, 0.48, 0.49, 0.48, 0.48, 0.46, 0.46, 0.48, 0.49, 0.51, 0.49, 0.47, 0.48, 0.51, 0.51, 0.49, 0.47, 0.47]
}

## C
{
  "formula": "H26O13",
  "method": "ωB97M-V/def2-TZVPD",
  "homo_ev": -10.42,
  "homo_lumo_gap_ev": 10.05,
  "species": ["O", "O", "O", "O", "O", "O", "O", "O", "O", "O", "O", "O", "O", "H", "H", "H", "H", "H", "H", "H", "H", "H", "H", "H", "H", "H", "H", "H", "H", "H", "H", "H", "H", "H", "H", "H", "H", "H", "H"],
  "coordinates": [[-2.75790, -0.80434, 0.92526], [-1.48746, 2.49636, 0.78614], [1.95254, -1.49008, 2.13735], [-2.76271, 3.42458, -1.14010], [-0.83479, -2.85368, -0.45433], [-0.62311, -0.15892, 1.96858], [0.68815, 0.41374, -3.39583], [-2.07583, -0.08920, -2.54917], [2.12856, 0.87428, 3.85581], [2.10452, -1.81776, -1.64732], [0.86065, 2.72113, -0.06509], [1.69183, -3.39103, 0.40956], [2.46305, 0.71132, -0.91847], [0.99839, -1.37269, 2.16308], [-2.43973, 2.61974, 0.71291], [2.10472, -0.07141, -0.48607], [1.22953, -2.14368, -1.45284], [-1.24572, -0.05590, 1.25329], [1.88718, -0.02731, 4.19756], [-2.69774, 0.33679, -1.96227], [0.21916, 2.16000, -0.50121], [1.98960, -3.36294, 1.33950], [0.61093, 3.63928, -0.15545], [-1.41562, 0.50305, -2.91304], [-3.14082, -0.91867, 1.80525], [2.38258, -1.31204, 1.26977], [2.29327, 0.59377, 2.95389], [2.52654, 1.52322, -0.41857], [-3.20826, 2.69789, -1.59196], [-3.28437, -1.27135, 0.27367], [1.32288, 0.32284, -2.70919], [-0.97098, -2.30454, -1.24563], [-0.13503, 0.62331, 2.20275], [-1.63872, -2.83597, 0.07179], [2.77175, -2.34630, -1.20210], [0.92867, 0.13398, -4.26945], [-1.82878, 3.24362, -1.30454], [0.74049, -3.17549, 0.35096], [-1.34740, 2.76437, 1.70548]],
  "nbo_charge": [-0.96, -0.97, -1.01, -0.93, -0.97, -1.01, -1.01, -0.97, -0.95, -0.97, -0.96, -1.01, -0.99, 0.51, 0.49, 0.49, 0.48, 0.51, 0.47, 0.46, 0.49, 0.49, 0.48, 0.51, 0.50, 0.49, 0.47, 0.50, 0.46, 0.48, 0.52, 0.50, 0.49, 0.49, 0.50, 0.49, 0.48, 0.50, 0.48]
}

## D
{
  "formula": "H26O13",
  "method": "ωB97M-V/def2-TZVPD",
  "homo_ev": -6.70,
  "homo_lumo_gap_ev": 6.50,
  "species": ["O", "O", "O", "O", "O", "O", "O", "O", "O", "O", "O", "O", "O", "H", "H", "H", "H", "H", "H", "H", "H", "H", "H", "H", "H", "H", "H", "H", "H", "H", "H", "H", "H", "H", "H", "H", "H", "H", "H"],
  "coordinates": [[0.35131, -3.24241, -3.07771], [-0.58675, 0.07731, -0.19942], [-0.36719, 0.77751, 4.11785], [-1.11298, -0.08671, 1.43805], [-1.37752, 2.29410, -3.15555], [0.75465, 4.36949, -1.87706], [0.68512, -1.11202, -3.45686], [-1.84203, -1.53017, 1.96868], [2.31181, -1.03719, 2.25726], [0.30697, -2.41302, 2.43257], [2.85219, -0.81613, 0.46506], [-3.16162, -2.01318, -1.50413], [0.86749, 4.83680, 0.52486], [0.72954, -2.96737, 3.14803], [1.53586, -1.50588, -3.66090], [1.65503, 4.17000, -1.83472], [-1.73998, 0.32855, 2.04520], [-0.28722, 0.77828, 5.08748], [2.72974, -1.23182, -0.36026], [1.94546, -0.31810, 0.49062], [-3.72195, -2.38587, -2.20326], [-1.58407, -2.08818, 2.72662], [2.47244, -1.49791, 3.11257], [0.08179, 0.73667, -0.32357], [-0.18752, -3.06736, -3.86024], [0.33508, 4.29469, 1.13909], [1.22985, -3.06467, -3.18699], [2.62136, -0.12989, 2.35581], [0.90052, -0.83729, -2.50053], [1.15013, 4.08029, 0.07270], [0.27079, 0.11003, 3.68685], [-2.42771, -1.94633, 1.38476], [0.74086, 5.21844, -1.41394], [-0.32615, 0.33036, 1.41303], [-2.18407, 1.86120, -3.16933], [-2.27546, -2.12711, -1.78003], [-1.54349, 3.17877, -2.79915], [-0.64186, -0.51234, -0.99455], [1.06954, -2.24212, 1.95587]],
  "nbo_charge": [-0.93, -0.90, -0.97, -0.87, -0.94, -0.94, -0.91, -0.92, -0.95, -0.93, -0.91, -0.94, -0.94, 0.44, 0.44, 0.45, 0.47, 0.47, 0.45, 0.46, 0.47, 0.47, 0.47, 0.45, 0.48, 0.47, 0.45, 0.49, 0.46, 0.46, 0.49, 0.46, 0.49, 0.41, 0.46, 0.47, 0.48, 0.45, 0.48]
}

Going by the energies, B is most stable and the next is 0.762 eV up.

## A
{
  "formula": "H26O13",
  "method": "ωB97M-V/def2-TZVPD",
  "homo_ev": -10.60,
  "homo_lumo_gap_ev": 10.34,
  "species": ["O", "O", "O", "O", "O", "O", "O", "O", "O", "O", "O", "O", "O", "H", "H", "H", "H", "H", "H", "H", "H", "H", "H", "H", "H", "H", "H", "H", "H", "H", "H", "H", "H", "H", "H", "H", "H", "H", "H"],
  "coordinates": [[-2.97362, 1.42151, 0.79941], [2.61638, -1.30149, -1.26059], [1.83238, -0.56649, 1.99841], [-2.39662, -1.32349, 0.23841], [-0.57862, -4.04549, -0.30859], [3.37638, 1.40151, 1.22841], [0.25038, -0.13949, -0.37759], [-0.77562, -0.04749, -2.94659], [-2.21762, 1.48251, -1.87259], [1.32438, 2.15151, -3.13059], [0.09938, -2.60649, 2.00641], [0.75638, 2.15051, -0.40759], [-0.56362, 1.42451, 2.54341], [-1.73062, 0.91051, -2.43959], [0.52038, 2.30651, -3.63759], [-2.71662, -0.98249, 1.02041], [-3.81862, 0.89051, 0.99741], [3.11138, 0.46651, 1.20141], [0.26138, -3.50049, 2.14841], [0.17638, 0.82951, -0.22159], [-0.64562, -2.36549, 2.68641], [-1.25362, -4.75049, 0.12541], [2.21938, -2.24349, -1.44859], [1.80938, -0.99549, -0.88559], [-2.64562, 1.43651, -0.16959], [2.24738, -0.18749, 2.71741], [1.48038, 1.94451, -2.07659], [-0.20762, 0.14151, -2.18059], [2.73238, 1.75951, 2.01341], [-0.25262, -0.29849, -3.78559], [1.63638, 2.32251, 0.11541], [0.46338, 3.00751, -0.20059], [-0.41362, -3.28049, 0.31641], [-1.65362, -0.93349, -0.02559], [1.40738, -1.36549, 2.06541], [-1.20962, 0.85451, 2.22941], [0.66338, -0.61449, 0.35241], [-1.07362, 2.16651, 2.59741], [-1.85762, 2.47951, -2.02559]],
  "nbo_charge": [-1.05, -0.94, -0.99, -0.94, -0.98, -0.96, -1.04, -0.98, -0.98, -1.05, -0.96, -0.93, -0.94, 0.49, 0.49, 0.45, 0.48, 0.50, 0.49, 0.51, 0.50, 0.47, 0.46, 0.47, 0.53, 0.49, 0.54, 0.52, 0.45, 0.51, 0.52, 0.49, 0.49, 0.48, 0.50, 0.47, 0.49, 0.46, 0.46]
}

## B
{
  "formula": "H26O13",
  "method": "ωB97M-V/def2-TZVPD",
  "homo_ev": -9.29,
  "homo_lumo_gap_ev": 8.93,
  "species": ["O", "O", "O", "O", "O", "O", "O", "O", "O", "O", "O", "O", "O", "H", "H", "H", "H", "H", "H", "H", "H", "H", "H", "H", "H", "H", "H", "H", "H", "H", "H", "H", "H", "H", "H", "H", "H", "H", "H"],
  "coordinates": [[-4.54206, -0.52183, -1.12936], [-0.60439, -1.98978, -1.69933], [-2.17069, -2.55694, -0.83496], [3.05308, -1.85643, -2.03642], [0.84226, -1.18930, 3.64453], [0.96498, 1.15567, -2.47671], [1.69548, 4.38848, 0.61104], [3.92832, -2.33644, 0.04048], [-0.47621, 0.81435, 0.20732], [-3.39869, 2.72700, 1.39817], [-0.95773, 2.98694, -1.27377], [3.53470, 0.31632, 1.81221], [-2.52380, -3.52596, 1.98497], [3.61519, -1.17311, -2.25603], [-0.26935, 0.05699, -0.44931], [3.96537, -1.46263, -0.48665], [-2.95494, -2.05638, -1.20709], [-3.05016, 3.61008, 1.19421], [4.44370, -2.87200, -0.56126], [-3.90889, -0.46218, -0.41511], [-5.23717, -1.21521, -0.84413], [-1.64127, -3.22820, 1.92909], [-2.62471, -3.35526, -0.53012], [2.14077, -1.66786, -2.37017], [-2.84077, -3.06328, 2.78738], [-0.13420, -1.59240, -0.91777], [0.41289, 1.81805, -2.03013], [1.14831, 4.77299, 1.30704], [-0.81947, 3.16024, -2.21559], [2.54844, 4.31853, 0.90309], [0.64530, -0.32276, 3.53926], [3.34005, 1.27802, 1.95886], [-0.00307, 1.57275, -0.06037], [-0.22484, 3.36302, -0.90344], [1.21778, -1.48890, 2.80163], [3.61815, 0.19573, 0.85385], [-4.23987, 2.80169, 1.79892], [0.06826, -2.13390, -2.27640], [1.43925, 0.73392, -1.79794]],
  "nbo_charge": [-0.95, -0.87, -0.94, -0.94, -0.94, -0.94, -0.95, -0.91, -0.93, -0.94, -0.91, -0.93, -0.94, 0.46, 0.46, 0.44, 0.47, 0.47, 0.46, 0.48, 0.47, 0.47, 0.46, 0.48, 0.47, 0.44, 0.47, 0.48, 0.47, 0.47, 0.46, 0.47, 0.46, 0.46, 0.48, 0.46, 0.47, 0.43, 0.45]
}

## C
{
  "formula": "H26O13",
  "method": "ωB97M-V/def2-TZVPD",
  "homo_ev": -7.99,
  "homo_lumo_gap_ev": 7.44,
  "species": ["O", "O", "O", "O", "O", "O", "O", "O", "O", "O", "O", "O", "O", "H", "H", "H", "H", "H", "H", "H", "H", "H", "H", "H", "H", "H", "H", "H", "H", "H", "H", "H", "H", "H", "H", "H", "H", "H", "H"],
  "coordinates": [[-29.37365, -48.83816, 47.40196], [-31.07342, -46.07612, 50.97697], [-32.55812, -46.29035, 52.44572], [-35.73790, -44.56532, 47.70644], [-29.40803, -45.37970, 45.15402], [-32.68004, -44.11257, 51.13765], [-28.17881, -46.88585, 49.08653], [-33.93344, -46.90069, 46.09764], [-32.53748, -43.74685, 47.30116], [-34.62468, -46.59486, 48.30361], [-28.92303, -44.80660, 47.54415], [-31.63076, -45.84939, 48.88409], [-31.34106, -42.71306, 49.09095], [-33.20437, -45.79768, 51.82230], [-35.64068, -46.75685, 48.40584], [-34.29877, -46.09517, 45.69219], [-30.46770, -43.10285, 49.42298], [-30.85642, -45.94263, 48.28627], [-32.48800, -43.39747, 51.73396], [-28.73827, -44.04716, 48.08452], [-31.77781, -46.25852, 51.80209], [-33.36682, -43.32672, 47.07558], [-36.17037, -44.30887, 48.49079], [-28.45877, -47.64213, 48.59254], [-35.11741, -45.25408, 48.02455], [-27.20321, -47.07660, 48.99281], [-32.25049, -45.44024, 48.32944], [-34.27996, -46.84693, 47.07260], [-31.38077, -45.72242, 50.07429], [-31.37577, -41.77772, 49.32089], [-34.49089, -47.40854, 48.17343], [-30.05297, -49.25762, 47.96617], [-30.69082, -46.87766, 50.75699], [-32.28289, -43.76674, 50.34406], [-29.23771, -45.08508, 46.15533], [-32.33030, -43.30947, 48.12908], [-29.75484, -48.13283, 46.89549], [-28.70752, -45.42654, 48.21918], [-30.37194, -45.06165, 45.04548]],
  "nbo_charge": [-0.96, -0.89, -1.06, -0.97, -1.00, -0.94, -0.97, -1.00, -0.98, -0.84, -0.94, -0.90, -0.96, 0.44, 0.51, 0.47, 0.51, 0.50, 0.47, 0.48, 0.43, 0.48, 0.46, 0.50, 0.47, 0.49, 0.52, 0.43, 0.47, 0.51, 0.48, 0.49, 0.46, 0.46, 0.48, 0.47, 0.49, 0.50, 0.46]
}

Going by the energies, A is most stable and the next is 1.580 eV up.